{"formula": "C33H24N7O6RuTe", "method": "the ωB97M-V functional and the def2-TZVPD basis", "elements": ["Te", "Ru", "O", "O", "O", "O", "O", "O", "N", "N", "N", "N", "N", "N", "N", "C", "C", "C", "C", "C", "C", "C", "C", "C", "C", "C", "C", "C", "C", "C", "C", "C", "C", "C", "C", "C", "C", "C", "C", "C", "C", "C", "C", "C", "C", "C", "C", "C", "H", "H", "H", "H", "H", "H", "H", "H", "H", "H", "H", "H", "H", "H", "H", "H", "H", "H", "H", "H", "H", "H", "H", "H"], "xyz": [[-1.421, 0.061, 1.295], [1.388, 0.645, -0.141], [-1.884, 0.318, -6.395], [2.517, -0.314, -2.191], [-0.418, 2.112, 0.135], [-3.363, 1.393, -5.233], [-1.935, 3.491, -0.771], [2.621, -0.465, -4.340], [2.096, -0.080, -3.338], [3.197, 0.449, 1.125], [1.494, -3.947, 0.267], [2.268, 2.870, 0.492], [3.720, -0.771, 1.323], [1.731, -1.636, 0.423], [-2.266, 0.913, -5.412], [-5.100, 2.210, 0.465], [-4.100, 1.253, 0.473], [-4.220, -3.218, 1.902], [-3.057, 1.388, 1.386], [1.862, 4.074, 0.117], [4.875, -3.349, 1.564], [0.557, 1.477, -2.321], [-3.009, 2.437, 2.296], [-2.854, -2.203, -0.298], [-3.367, -2.137, 2.066], [3.141, 2.771, 1.510], [3.242, -5.516, 0.884], [0.851, 0.660, -3.403], [-3.722, -3.276, -0.453], [-4.398, -3.785, 0.647], [2.779, -4.215, 0.742], [4.521, -5.720, 1.361], [-1.271, 1.115, -4.331], [-1.078, 2.650, -0.870], [1.049, -2.708, 0.120], [-2.684, -1.642, 0.961], [3.026, -1.789, 0.937], [-5.062, 3.266, 1.365], [-4.028, 3.373, 2.287], [3.610, 3.885, 2.193], [2.295, 5.239, 0.738], [3.177, 5.142, 1.800], [-0.705, 2.039, -2.203], [-0.045, 0.481, -4.438], [-1.630, 1.864, -3.219], [3.585, -3.120, 1.079], [5.336, -4.639, 1.702], [3.606, 1.435, 1.832], [4.895, -6.728, 1.473], [4.319, 1.270, 2.635], [-2.336, -1.798, -1.161], [-3.878, -3.705, -1.434], [0.178, -0.148, -5.290], [-5.070, -4.624, 0.526], [0.044, -2.601, -0.273], [4.300, 3.760, 3.017], [0.903, -4.726, 0.018], [1.163, 4.135, -0.708], [5.487, -2.496, 1.821], [-4.138, 0.417, -0.216], [1.943, 6.198, 0.385], [6.332, -4.819, 2.082], [-4.013, 4.186, 3.000], [1.391, 1.874, -1.708], [3.526, 6.028, 2.313], [-3.246, -1.682, 3.042], [-5.851, 4.006, 1.352], [-2.192, 2.517, 3.001], [2.607, -6.355, 0.625], [-4.753, -3.608, 2.759], [-5.914, 2.128, -0.243], [-2.623, 2.289, -3.150]], "lowdin_spin": [0.58, 3.40, 0.00, 0.06, 0.19, 0.00, 0.04, 0.00, 0.00, 0.09, 0.01, 0.09, 0.01, 0.07, 0.00, 0.00, 0.03, 0.00, 0.05, 0.01, 0.00, 0.03, 0.03, 0.01, 0.03, 0.01, 0.00, 0.02, 0.00, 0.00, 0.00, 0.00, 0.02, 0.01, 0.02, 0.07, 0.01, 0.04, 0.00, 0.01, 0.01, 0.00, 0.02, -0.01, -0.01, 0.00, 0.00, 0.03, 0.00, 0.00, 0.00, 0.00, 0.00, 0.00, 0.00, 0.00, 0.00, 0.00, 0.00, 0.00, 0.00, 0.00, 0.00, 0.01, 0.00, 0.01, 0.00, 0.00, 0.00, 0.00, 0.00, 0.00], "total_energy_ha": -2468.76983, "multiplicity": 6, "s_squared": 8.768, "charge": 2, "max_force_ha_per_bohr": 0.0284}

---

{"formula": "H4O2", "method": "the ωB97M-V functional and the def2-TZVPD basis", "elements": ["O", "O", "H", "H", "H", "H"], "xyz": [[1.607, -1.123, 0.475], [-1.038, 0.889, -0.326], [-1.726, 1.542, -0.144], [1.983, -0.337, 0.027], [-1.471, 0.000, -0.314], [0.644, -0.972, 0.283]], "nbo_charge": [-0.93, -0.95, 0.48, 0.47, 0.47, 0.47], "e_above_lowest_kcal_mol": 5.2, "total_energy_ha": -152.86657, "charge": 0, "max_force_ha_per_bohr": 0.0357}

---

{"formula": "C8H12O6", "method": "the ωB97M-V functional and the def2-TZVPD basis", "elements": ["O", "O", "O", "O", "O", "O", "C", "C", "C", "C", "C", "C", "C", "C", "H", "H", "H", "H", "H", "H", "H", "H", "H", "H", "H", "H"], "xyz": [[1.634, 0.224, 2.931], [-2.476, 0.931, -0.420], [-1.016, 0.264, -1.850], [-0.385, 1.855, -0.400], [3.817, -0.090, 2.633], [3.077, 0.101, 4.709], [-1.170, 0.977, -0.889], [1.846, 0.148, 1.534], [3.323, -0.089, 1.285], [-3.192, 0.004, -1.194], [2.815, -0.006, 3.499], [-4.376, 0.766, -1.680], [-2.172, -0.489, -2.197], [3.590, -1.272, 0.320], [-5.062, 1.000, -0.862], [0.901, -0.391, 1.066], [1.545, 1.170, 1.241], [-3.614, -1.057, -0.762], [4.597, -1.625, -0.104], [-4.115, 1.715, -1.977], [2.889, -1.147, -0.561], [-2.514, -0.272, -3.197], [-4.982, 0.046, -2.478], [-2.095, -1.480, -2.398], [3.218, -2.104, 0.894], [3.917, 0.821, 0.859]], "nbo_charge": [-0.46, -0.49, -0.43, -0.63, -0.47, -0.61, 0.97, -0.14, 0.06, 0.06, 0.95, -0.61, -0.11, -0.64, 0.23, 0.21, 0.23, 0.18, 0.24, 0.22, 0.22, 0.19, 0.20, 0.21, 0.21, 0.20], "e_above_lowest_kcal_mol": 84.4, "total_energy_ha": -763.37802, "charge": 0, "max_force_ha_per_bohr": 0.2194}